55
Properties=species:S:1:pos:R:3 method="wB97M-V/def2-TZVPD" e_lumo_ha="-0.099 / -0.102" homo_lumo_gap_ev="6.108 / 4.132" energy_ev=-60814.3873 e_homo_ev="-8.81 / -6.92" charge=+1 spin_multiplicity=6
C 1.072 1.719 1.444
C 0.150 2.251 0.486
C -1.050 2.612 1.162
H 0.367 2.443 -0.567
C -0.876 2.328 2.555
C 0.437 1.778 2.731
H 0.914 1.561 3.687
H 2.105 1.430 1.247
H -1.931 3.065 0.705
H -1.567 2.569 3.364
Dy -0.773 0.144 1.410
C -1.309 -2.206 -2.948
H -2.196 -1.760 -2.473
H -1.699 -2.515 -3.935
H -0.472 -1.562 -3.411
Si -0.300 -0.703 -1.904
C 1.527 -0.721 -2.177
C 2.168 0.528 -2.106
H 1.620 1.405 -1.730
C 3.478 0.681 -2.557
H 3.940 1.669 -2.525
C 4.169 -0.415 -3.088
H 5.162 -0.276 -3.509
C 3.566 -1.677 -3.098
H 4.115 -2.532 -3.496
C 2.261 -1.841 -2.638
H 1.785 -2.831 -2.670
C -1.183 0.843 -2.393
C -0.800 1.560 -3.543
H 0.174 1.376 -4.013
C -1.685 2.482 -4.117
H -1.415 2.980 -5.053
C -2.921 2.746 -3.505
H -3.621 3.442 -3.971
C -3.259 2.103 -2.306
H -4.205 2.337 -1.805
C -2.404 1.148 -1.760
H -2.712 0.601 -0.855
H -0.701 -1.116 -0.511
H -0.943 -3.096 -2.420
O 0.954 -1.257 1.568
C 1.045 -2.262 2.646
C 0.133 -1.866 3.774
C 0.175 -2.509 5.004
C -0.601 -2.029 6.052
C -1.372 -0.884 5.844
C -1.407 -0.293 4.585
N -0.706 -0.824 3.542
H 1.661 -1.382 0.910
H 0.753 -3.240 2.236
H 2.083 -2.278 2.989
H 0.850 -3.365 5.106
H -0.599 -2.529 7.021
H -1.961 -0.441 6.645
H -1.989 0.609 4.370

***

58
Properties=species:S:1:pos:R:3 method="wB97M-V/def2-TZVPD" e_lumo_ha=0.004 homo_lumo_gap_ev=9.161 energy_ev=-48002.3562 e_homo_ev=-9.05 charge=0 spin_multiplicity=1
O 2.741 -0.088 0.587
C 1.653 0.099 1.098
N 1.298 -0.409 2.294
H 0.358 -0.278 2.633
C 2.174 -1.244 3.095
C 1.548 -2.637 3.267
H 2.327 -3.356 3.517
C 0.408 -2.762 4.284
C 0.818 -3.148 5.714
H -0.021 -3.698 6.147
H 1.665 -3.835 5.682
C 1.133 -1.981 6.657
H 0.838 -2.266 7.670
C 2.603 -1.559 6.729
C 3.308 -1.359 5.387
H 3.518 -2.331 4.945
H 4.275 -0.892 5.582
C 2.510 -0.504 4.395
H 1.583 -0.167 4.858
H 3.073 0.391 4.126
H 3.158 -2.314 7.290
H 2.654 -0.629 7.302
H 0.508 -1.127 6.387
H -0.181 -1.843 4.312
H -0.258 -3.548 3.919
H 1.169 -2.921 2.281
H 3.088 -1.355 2.500
C 0.591 0.901 0.407
C 0.658 0.937 -0.981
C -0.288 1.626 -1.729
C -1.295 2.303 -1.042
C -1.341 2.311 0.337
C -0.403 1.608 1.074
H -0.441 1.642 2.152
H -2.119 2.885 0.817
S -2.584 3.197 -1.970
O -2.979 4.312 -1.117
C -1.287 3.820 -3.145
C -0.734 2.640 -3.900
O -0.719 2.591 -5.111
N -0.249 1.620 -3.128
C 0.330 0.464 -3.801
C -0.227 -0.816 -3.241
C 0.612 -1.849 -2.845
C 0.095 -3.010 -2.299
C -1.275 -3.121 -2.151
C -2.136 -2.113 -2.545
C -1.602 -0.962 -3.093
H -2.261 -0.167 -3.410
H -3.200 -2.236 -2.422
F -1.787 -4.242 -1.602
H 0.738 -3.817 -1.985
H 1.681 -1.750 -2.960
H 1.421 0.483 -3.721
H 0.066 0.571 -4.859
H -1.744 4.519 -3.843
H -0.523 4.326 -2.555
H 1.480 0.420 -1.447

***

59
Properties=species:S:1:pos:R:3 method="wB97M-V/def2-TZVPD" e_lumo_ha=-0.405 homo_lumo_gap_ev=5.311 energy_ev=-66453.2733 e_homo_ev=-16.34 charge=+3 spin_multiplicity=1
Re 0.032 -1.212 -0.027
C 2.224 -3.591 1.305
C 3.099 -2.629 0.521
S 2.579 -0.894 0.463
C 2.607 -0.262 2.166
C 1.544 -0.799 3.111
S -0.139 -0.669 2.415
C -0.946 -2.146 3.079
C -0.315 -3.467 2.641
S 0.418 -3.439 0.968
H 2.371 -3.493 2.377
H 2.477 -4.616 1.031
H 3.154 -2.904 -0.533
H 4.117 -2.665 0.913
H 2.511 0.819 2.041
H 3.600 -0.441 2.580
H 1.542 -0.213 4.032
H 1.723 -1.836 3.378
H -1.977 -2.072 2.733
H -0.957 -2.066 4.167
H -1.071 -4.251 2.633
H 0.476 -3.792 3.315
N 4.024 8.040 -3.447
C 3.410 7.163 -3.034
C 2.649 6.059 -2.517
C 1.856 6.236 -1.384
C 1.130 5.172 -0.880
C 1.207 3.948 -1.525
C 1.978 3.756 -2.661
C 2.710 4.822 -3.155
N 0.444 2.840 -0.999
C -0.894 2.882 -0.649
C -1.227 1.640 -0.237
N -0.100 0.829 -0.321
C 0.895 1.615 -0.788
H 1.817 7.202 -0.900
H 0.527 5.298 0.011
H 1.985 2.805 -3.177
H 3.314 4.706 -4.044
H -1.480 3.779 -0.756
H -2.178 1.266 0.097
H 1.910 1.311 -0.985
C 0.073 -2.606 -2.736
O 0.637 -1.922 -1.608
H 0.512 -3.601 -2.787
H 0.353 -2.045 -3.626
H -1.010 -2.660 -2.635
C -1.734 -1.438 -0.103
C -3.109 -1.641 -0.076
C -3.895 -1.005 0.918
C -5.255 -1.198 0.941
C -5.855 -2.021 -0.016
C -5.095 -2.651 -1.001
C -3.732 -2.468 -1.042
H -3.428 -0.354 1.649
H -5.862 -0.712 1.693
H -6.926 -2.171 0.008
H -5.578 -3.282 -1.735
H -3.143 -2.956 -1.806

***

61
Properties=species:S:1:pos:R:3 method="wB97M-V/def2-TZVPD" e_lumo_ha=0.165 homo_lumo_gap_ev=5.455 energy_ev=-53237.4115 e_homo_ev=-0.97 charge=-2 spin_multiplicity=1
Pd -0.500 -2.451 0.127
O 0.000 -0.742 4.241
C 0.154 -1.105 3.047
N -0.692 -1.716 2.253
C -1.985 -2.004 2.840
C -3.059 -1.884 1.787
C -3.822 -2.977 1.388
C -4.719 -2.835 0.346
C -4.835 -1.601 -0.273
C -4.056 -0.558 0.210
N -3.210 -0.680 1.224
C 1.437 -0.690 2.358
C 1.734 0.673 2.299
C 2.829 1.095 1.576
C 3.631 0.135 0.970
C 3.291 -1.196 1.138
N 2.222 -1.616 1.812
H -2.205 -1.320 3.669
H -2.008 -3.025 3.247
H -3.646 -3.943 1.842
H -5.283 -3.688 -0.012
H -5.489 -1.451 -1.122
H -4.098 0.423 -0.255
H 1.070 1.373 2.788
H 3.034 2.153 1.453
H 4.491 0.410 0.371
H 3.905 -1.975 0.692
C 2.346 5.597 0.065
C 1.711 4.270 -0.265
C 2.227 3.456 -1.264
C 1.646 2.227 -1.571
C 2.243 1.329 -2.621
C 0.517 1.811 -0.871
C -0.017 2.611 0.141
C -1.212 2.129 0.912
C 0.589 3.829 0.429
C -0.104 0.451 -1.161
O 0.404 -0.479 -0.484
O -0.996 0.391 -2.027
H 3.298 5.714 -0.456
H 2.536 5.691 1.137
H 1.703 6.433 -0.225
H 3.114 3.773 -1.808
H 3.121 1.787 -3.080
H 1.511 1.102 -3.399
H 2.534 0.376 -2.174
H -1.077 1.102 1.261
H -2.098 2.106 0.273
H -1.416 2.770 1.771
H 0.182 4.442 1.230
C 1.127 -2.455 -2.996
N 0.529 -3.629 -2.371
C -0.694 -3.357 -1.655
N -1.659 -2.699 -2.510
S -1.237 -4.578 -0.536
H 2.076 -2.746 -3.457
H 1.303 -1.637 -2.288
H 0.467 -2.092 -3.784
H 1.169 -4.025 -1.694
H -1.476 -1.692 -2.487
H -2.557 -2.813 -2.054

***

64
Properties=species:S:1:pos:R:3 method="wB97M-V/def2-TZVPD" e_lumo_ha="0.008 / 0.003" homo_lumo_gap_ev="5.380 / 7.983" energy_ev=-67997.6661 e_homo_ev="-5.17 / -7.90" charge=0 spin_multiplicity=3
Ti -0.227 -0.122 -0.203
C -4.490 0.164 1.101
O -4.262 -1.047 1.807
C -3.213 -1.022 2.690
C -3.440 -1.334 4.014
C -2.394 -1.382 4.937
C -1.113 -1.087 4.523
C -0.859 -0.769 3.183
C 0.482 -0.347 2.807
N 0.824 0.022 1.623
N 2.148 0.530 1.562
C 2.377 0.924 0.344
O 1.515 0.853 -0.612
C 3.725 1.492 0.039
C 3.936 2.126 -1.178
C 5.180 2.669 -1.474
C 6.214 2.571 -0.555
C 6.006 1.930 0.660
C 4.764 1.392 0.959
C -1.900 -0.765 2.243
O -1.677 -0.506 0.974
H -5.464 0.063 0.624
H -3.718 0.330 0.347
H -4.524 1.012 1.792
H -4.457 -1.551 4.317
H -2.593 -1.637 5.969
H -0.292 -1.091 5.230
H 1.232 -0.280 3.591
H 3.126 2.182 -1.892
H 5.340 3.164 -2.423
H 7.185 2.989 -0.788
H 6.812 1.847 1.378
H 4.588 0.893 1.902
N -3.482 -3.279 -2.132
C -3.402 -1.992 -1.790
N -2.147 -1.678 -1.549
C -1.476 -2.851 -1.766
N -2.258 -3.852 -2.137
C -0.034 -2.956 -1.566
C 0.654 -4.033 -2.081
N 1.957 -4.267 -1.899
C 2.545 -3.334 -1.097
C 1.913 -2.251 -0.573
N 0.579 -1.962 -0.810
H -4.298 -3.826 -2.340
H -4.261 -1.346 -1.706
H 0.094 -4.748 -2.674
H 3.595 -3.478 -0.867
H 2.454 -1.570 0.068
N -0.882 2.151 0.238
C -1.345 3.141 -0.749
C -0.613 3.018 -2.076
C -1.029 1.820 -2.915
N -0.486 0.536 -2.441
H -1.530 2.091 1.016
H 0.002 2.463 0.632
H -1.240 4.157 -0.359
H -2.413 2.973 -0.911
H 0.468 3.008 -1.909
H -0.825 3.919 -2.657
H -0.746 1.985 -3.958
H -2.119 1.737 -2.895
H 0.487 0.444 -2.723
H -0.993 -0.233 -2.862

***

58
Properties=species:S:1:pos:R:3 method="wB97M-V/def2-TZVPD" smiles="O=C(NCc1ccccc1)C1=C[C@H](c2ccc3c(c2)OCO3)C[C@H](OCCCCO)O1" e_lumo_ha=0.026 homo_lumo_gap_ev=8.660 energy_ev=-39100.7761 e_homo_ev=-7.96 charge=0 spin_multiplicity=1
O -1.763 -0.761 2.237
C -1.729 -0.551 1.038
N -2.677 0.138 0.368
H -2.606 0.184 -0.637
C -3.915 0.571 0.981
C -5.091 -0.214 0.459
C -5.095 -1.600 0.567
C -6.160 -2.336 0.082
C -7.234 -1.694 -0.514
C -7.236 -0.315 -0.624
C -6.167 0.422 -0.143
H -6.170 1.499 -0.230
H -8.071 0.190 -1.087
H -8.067 -2.269 -0.891
H -6.156 -3.413 0.171
H -4.260 -2.096 1.040
H -3.796 0.403 2.056
H -4.055 1.640 0.797
C -0.575 -0.980 0.191
C 0.467 -1.622 0.718
C 1.653 -2.046 -0.085
C 2.890 -1.228 0.233
C 2.822 -0.056 0.968
C 3.952 0.711 1.242
C 5.151 0.257 0.754
C 5.231 -0.927 0.021
C 4.121 -1.685 -0.249
H 4.203 -2.602 -0.810
O 6.536 -1.154 -0.336
C 7.274 -0.075 0.195
O 6.403 0.804 0.873
H 8.032 -0.457 0.898
H 7.779 0.464 -0.622
H 3.892 1.622 1.814
H 1.866 0.278 1.339
C 1.299 -1.969 -1.580
H 0.666 -2.815 -1.856
C 0.520 -0.689 -1.877
O 1.357 0.397 -1.637
C 0.804 1.677 -1.899
C 0.207 2.326 -0.649
H 1.011 2.506 0.068
H -0.499 1.628 -0.198
C -0.512 3.632 -0.976
H -1.294 3.443 -1.715
C -1.158 4.261 0.264
O -2.206 3.488 0.796
H -1.841 2.673 1.159
H -0.390 4.446 1.028
H -1.613 5.217 -0.006
H 0.193 4.348 -1.402
H 0.040 1.597 -2.684
H 1.632 2.285 -2.275
O -0.682 -0.629 -1.137
H 0.171 -0.677 -2.927
H 2.199 -1.975 -2.192
H 1.882 -3.092 0.155
H 0.451 -1.832 1.776